Record 1
Molecular formula: C38H53N4OP2Tc
Method: DFT, the ωB97M-V functional and the def2-TZVPD basis

```
! wB97M-V def2-TZVPD RIJCOSX def2/J DEFGRID3
* xyz 3 4
C -1.48 -1.55 -2.41
C 0.58 -2.46 -1.68
C -1.62 -2.55 -3.36
C 0.35 -3.60 -2.48
C -0.73 -3.63 -3.34
H -2.45 -2.50 -4.07
H 1.08 -4.40 -2.39
H -0.90 -4.49 -3.99
N -0.45 -1.56 -1.54
P -2.47 0.04 -0.44
P 2.27 -0.71 -0.16
C -2.44 -0.39 -2.25
H -2.09 0.49 -2.81
H -3.44 -0.63 -2.65
C 0.55 1.42 1.09
O 0.98 2.34 1.68
C 1.78 -2.18 -0.99
H 2.51 -2.99 -0.92
C 3.45 -0.02 -1.56
C 3.44 -1.17 1.33
C -3.28 1.74 -0.34
C -3.65 -1.33 0.17
C 3.53 1.49 -1.34
H 4.04 1.74 -0.40
H 4.10 1.94 -2.16
H 2.54 1.96 -1.32
C 4.86 -0.64 -1.56
H 5.45 -0.42 -0.67
H 4.81 -1.73 -1.72
H 5.40 -0.22 -2.42
C 2.89 -0.40 -2.94
H 3.44 0.16 -3.71
H 2.99 -1.47 -3.13
H 1.83 -0.16 -3.05
C 4.20 0.11 1.71
H 3.51 0.95 1.84
H 4.71 -0.06 2.67
H 4.97 0.39 0.99
C 2.63 -1.60 2.55
H 1.92 -0.83 2.88
H 2.10 -2.54 2.38
H 3.34 -1.77 3.38
C 4.38 -2.35 1.04
H 5.12 -2.17 0.26
H 4.93 -2.56 1.97
H 3.81 -3.26 0.78
C -4.05 -1.00 1.61
H -4.50 -1.89 2.07
H -3.18 -0.72 2.22
H -4.80 -0.20 1.67
C -2.93 -2.69 0.13
H -2.79 -3.05 -0.90
H -1.96 -2.66 0.62
H -3.55 -3.42 0.66
C -4.91 -1.52 -0.70
H -5.51 -2.31 -0.22
H -5.54 -0.63 -0.76
H -4.67 -1.86 -1.71
C -2.52 2.72 -1.25
H -2.55 2.43 -2.31
H -3.00 3.71 -1.16
H -1.47 2.83 -0.95
C -3.16 2.25 1.11
H -2.12 2.41 1.39
H -3.69 3.21 1.17
H -3.62 1.57 1.83
C -4.75 1.70 -0.78
H -4.87 1.24 -1.77
H -5.39 1.19 -0.04
H -5.11 2.73 -0.85
Tc -0.07 -0.03 0.06
N 0.23 0.94 -1.49
C 0.48 1.42 -2.54
C 0.58 2.23 -3.69
C 0.36 3.62 -3.56
C 0.87 1.67 -4.96
C 0.48 4.45 -4.68
H 0.09 4.01 -2.58
C 1.00 2.51 -6.07
H 0.95 0.59 -5.07
C 0.82 3.89 -5.92
H 0.30 5.52 -4.56
H 1.25 2.09 -7.04
H 0.92 4.56 -6.79
N -0.69 -2.72 3.43
C -0.38 -2.37 2.17
N -0.49 -1.04 2.02
C -0.86 -0.50 3.27
C -1.12 0.80 3.71
C -1.53 0.97 5.03
C -1.65 -0.11 5.91
C -1.37 -1.42 5.48
C -0.99 -1.57 4.16
H -0.67 -3.68 3.78
H -0.08 -3.08 1.40
H -0.97 1.64 3.04
H -1.75 1.98 5.39
H -1.95 0.07 6.94
H -1.45 -2.30 6.12
*
```

Computed properties:
HOMO energy (alpha / beta) ... -15.5 / -15.5 eV
Frontier orbital gap (alpha / beta) ... 6.1 / 2.0 eV

Record 2
Molecular formula: C38H54Cl2MnN4O7P2Sb2
Method: DFT, the ωB97M-V functional and the def2-TZVPD basis

```
! wB97M-V def2-TZVPD RIJCOSX def2/J DEFGRID3
* xyz 0 6
Mn -0.96 -0.11 -1.46
C 1.88 -0.93 -3.82
C 2.66 -1.79 -2.86
C 3.91 -2.37 -3.48
O 3.11 -0.94 -1.74
P 2.29 -0.79 -0.41
O 0.84 -1.09 -0.48
C 2.65 0.92 0.06
P 1.82 2.08 -1.05
O 0.54 1.49 -1.49
O 2.78 2.37 -2.25
C 3.80 3.39 -2.44
C 4.76 3.42 -1.27
C 3.15 4.73 -2.73
O 1.68 3.43 -0.26
C 0.41 3.78 0.38
C -0.41 4.59 -0.60
C 0.75 4.51 1.66
O 2.96 -1.69 0.70
C 4.39 -1.89 0.80
C 4.68 -3.34 0.51
C 4.80 -1.46 2.20
H 1.60 -1.52 -4.69
H 2.48 -0.08 -4.14
H 0.96 -0.54 -3.37
H 2.04 -2.58 -2.44
H 4.53 -1.58 -3.91
H 3.61 -3.06 -4.27
H 4.50 -2.93 -2.75
H 3.72 1.09 0.09
H 2.23 1.06 1.06
H 4.31 3.03 -3.33
H 4.26 3.73 -0.36
H 5.55 4.14 -1.48
H 5.23 2.45 -1.12
H 2.68 5.14 -1.83
H 2.39 4.62 -3.50
H 3.91 5.42 -3.08
H -0.11 2.84 0.60
H 0.12 5.51 -0.87
H -1.36 4.86 -0.15
H -0.61 4.02 -1.50
H 1.33 5.40 1.45
H 1.32 3.87 2.33
H -0.17 4.81 2.16
H 4.88 -1.25 0.06
H 4.15 -3.98 1.22
H 5.75 -3.54 0.60
H 4.37 -3.61 -0.50
H 4.24 -2.04 2.94
H 4.59 -0.41 2.37
H 5.86 -1.64 2.35
C 0.91 -0.21 4.97
Sb -0.15 -0.31 3.10
C 0.13 -2.42 2.86
C -2.11 -0.37 4.09
C -2.63 -1.75 4.32
C -2.19 -2.46 5.43
C -2.57 -3.77 5.66
C -3.44 -4.39 4.77
C -3.91 -3.68 3.68
C -3.53 -2.37 3.43
C -4.09 -1.66 2.25
Sb -2.83 -1.73 0.48
C -4.42 -1.29 -0.88
C -2.89 -3.86 0.29
H 0.63 -1.04 5.61
H 0.68 0.73 5.48
H 1.99 -0.25 4.80
H 0.00 -2.92 3.81
H 1.13 -2.58 2.46
H -0.59 -2.81 2.15
H -2.80 0.25 3.53
H -1.93 0.12 5.05
H -1.51 -1.97 6.12
H -2.21 -4.30 6.53
H -3.76 -5.41 4.93
H -4.61 -4.16 3.00
H -4.32 -0.61 2.45
H -5.02 -2.14 1.94
H -5.21 -2.03 -0.78
H -4.04 -1.29 -1.90
H -4.83 -0.30 -0.66
H -3.93 -4.18 0.29
H -2.37 -4.33 1.11
H -2.43 -4.14 -0.65
Cl -2.71 2.23 -5.58
C -3.07 2.63 -3.93
C -3.88 3.74 -3.67
C -4.19 4.10 -2.39
Cl -5.19 5.50 -2.10
C -3.71 3.35 -1.30
C -3.98 3.64 0.06
C -3.45 2.86 1.04
C -2.64 1.77 0.68
N -2.37 1.47 -0.58
C -2.88 2.24 -1.57
C -2.53 1.83 -2.92
O -1.78 0.81 -3.11
H -4.25 4.32 -4.50
H -4.62 4.48 0.30
H -3.64 3.05 2.09
H -2.20 1.12 1.43
N -1.20 -2.00 -2.31
C -0.98 -2.85 -3.08
C -0.72 -3.88 -3.96
C -1.72 -4.33 -4.84
N -2.54 -4.71 -5.55
C 0.57 -4.44 -3.95
N 1.65 -4.87 -3.90
*
```

Computed properties:
HOMO energy (alpha / beta) ... -7.4 / -7.4 eV
ΔE to the lowest compared entry with this formula, charge and spin ... 0.00 kcal/mol
Frontier orbital gap (alpha / beta) ... 7.2 / 7.1 eV

Record 3
Molecular formula: C38H54O33
Method: DFT, the ωB97M-V functional and the def2-TZVPD basis

```
! wB97M-V def2-TZVPD RIJCOSX def2/J DEFGRID3
* xyz 0 1
C 0.93 3.93 -3.18
C 0.64 2.69 -4.03
C -0.83 2.62 -4.46
O -0.73 2.15 -5.81
C 0.53 2.39 -6.26
O 0.90 2.12 -7.35
O 1.27 2.97 -5.29
H 0.69 4.84 -3.70
H 2.01 3.89 -2.97
H 0.54 3.87 -2.16
H 0.97 1.76 -3.57
H -1.34 3.56 -4.24
H -1.31 1.84 -3.87
C -2.54 -2.45 -3.53
C -4.02 -2.71 -3.43
C -4.89 -2.35 -4.65
O -5.80 -3.45 -4.68
C -5.36 -4.47 -3.90
O -5.84 -5.55 -3.87
O -4.23 -4.11 -3.24
H -2.08 -2.82 -4.44
H -2.04 -2.63 -2.58
H -2.47 -1.36 -3.68
H -4.43 -2.09 -2.62
H -4.25 -2.19 -5.52
H -5.51 -1.48 -4.43
C -3.59 -5.24 2.80
C -3.14 -4.76 1.45
C -4.23 -4.64 0.38
O -3.86 -3.48 -0.32
C -2.94 -2.79 0.39
O -2.48 -1.75 0.02
O -2.59 -3.44 1.51
H -4.30 -4.56 3.27
H -2.71 -5.30 3.45
H -3.96 -6.27 2.83
H -2.40 -5.47 1.06
H -5.23 -4.61 0.82
H -4.20 -5.54 -0.23
C 3.62 2.76 5.25
C 2.24 3.23 5.59
C 1.16 2.80 4.55
O 0.27 2.01 5.32
C 0.67 1.93 6.63
O 0.09 1.22 7.39
O 1.80 2.63 6.80
H 4.37 2.98 6.01
H 4.00 3.36 4.41
H 3.63 1.72 4.93
H 2.16 4.32 5.65
H 1.60 2.14 3.80
H 0.74 3.70 4.11
C -0.62 0.77 1.24
C 0.53 0.76 0.27
C 1.39 -0.54 0.23
O 1.25 -0.98 -1.10
C 0.34 -0.27 -1.78
O -0.08 -0.53 -2.86
O -0.06 0.77 -1.05
H -0.25 0.89 2.26
H -1.24 -0.13 1.16
H -1.32 1.58 1.01
H 1.19 1.61 0.45
H 1.03 -1.28 0.94
H 2.43 -0.30 0.47
O 5.81 -1.28 2.93
C 5.59 -1.38 1.78
O 5.66 -2.52 1.06
C 5.03 -2.34 -0.22
C 5.12 -0.80 -0.36
O 5.10 -0.38 1.00
H 5.65 -2.84 -0.95
H 3.99 -2.66 -0.30
H 4.24 -0.44 -0.89
H 6.03 -0.54 -0.90
O -2.27 3.21 -1.51
C -3.21 2.48 -1.45
O -3.04 1.15 -1.23
C -4.31 0.59 -0.81
C -5.31 1.66 -1.24
O -4.50 2.80 -1.55
H -4.47 -0.31 -1.41
H -4.17 0.38 0.25
H -5.94 1.88 -0.38
H -5.91 1.41 -2.12
O 0.77 5.21 1.48
C 1.77 4.73 1.07
O 2.71 4.20 1.91
C 3.86 3.86 1.13
C 3.33 3.87 -0.31
O 2.18 4.73 -0.20
H 4.61 4.64 1.23
H 4.36 2.92 1.33
H 2.93 2.87 -0.55
H 4.00 4.20 -1.10
O 1.20 -1.77 3.26
C 2.07 -2.59 3.34
O 3.04 -2.54 4.26
C 3.99 -3.60 4.08
C 3.42 -4.35 2.82
O 2.22 -3.64 2.51
H 4.99 -3.25 3.86
H 3.87 -4.23 4.95
H 3.17 -5.35 3.17
H 4.08 -4.33 1.96
O 3.23 -4.35 -7.07
C 2.60 -3.61 -6.39
O 1.60 -3.98 -5.56
C 0.96 -2.83 -5.00
C 1.98 -1.71 -5.31
O 2.86 -2.28 -6.27
H 0.00 -2.59 -5.44
H 0.93 -2.86 -3.92
H 2.45 -1.35 -4.39
H 1.53 -0.83 -5.76
O -2.55 3.76 6.81
C -2.52 3.86 5.64
O -1.62 4.57 4.92
C -1.96 4.57 3.51
C -3.25 3.74 3.50
O -3.32 3.16 4.79
H -2.16 5.57 3.16
H -1.12 3.98 3.14
H -3.35 2.91 2.79
H -4.09 4.40 3.25
*
```

Computed properties:
HOMO energy ... -10.8 eV
ΔE to the lowest compared entry with this formula, charge and spin ... 38.44 kcal/mol
Frontier orbital gap ... 10.5 eV
SMILES ... C[C@H]1COC(=O)O1.C[C@H]1COC(=O)O1.C[C@H]1COC(=O)O1.C[C@H]1COC(=O)O1.C[C@H]1COC(=O)O1.O=C1OCCO1.O=C1OCCO1.O=C1OCCO1.O=C1OCCO1.O=C1OCCO1.O=C1OCCO1

Record 4
Molecular formula: C38H55Cl19F13I2N2O2
Method: DFT, the ωB97M-V functional and the def2-TZVPD basis

```
! wB97M-V def2-TZVPD RIJCOSX def2/J DEFGRID3
* xyz 1 1
C -1.23 -2.07 5.78
C -0.47 -2.21 4.88
C 0.33 -2.18 3.57
C -0.32 -1.16 2.53
N -1.65 -1.48 2.14
C -2.03 -2.89 2.00
C -3.07 -3.43 3.07
C -4.35 -2.54 3.18
C -5.04 -2.20 1.81
C -0.37 0.23 3.28
C 0.04 1.50 2.43
C 0.43 2.75 3.34
C 1.63 2.48 4.33
C 1.06 2.63 5.82
C 0.94 4.10 6.31
O 1.26 4.34 7.43
O 0.43 5.16 5.55
C 1.40 5.75 4.67
C 2.84 5.90 5.28
C -1.31 1.98 1.71
C -1.13 3.22 0.77
C -2.41 3.41 -0.14
F -3.50 2.73 0.40
F -2.80 4.74 -0.15
C -2.22 2.83 -1.60
F -3.44 2.96 -2.24
F -2.00 1.48 -1.49
C -1.17 3.60 -2.49
F -1.80 4.16 -3.58
F -0.59 4.66 -1.84
C 0.01 2.72 -3.04
F 0.93 3.60 -3.57
F 0.69 2.05 -2.05
C -0.38 1.70 -4.19
F -1.72 1.48 -4.31
F 0.17 0.48 -3.83
C 0.21 2.03 -5.61
F 1.55 1.86 -5.67
F -0.19 3.22 -6.09
F -0.30 1.09 -6.47
C 1.24 1.24 1.41
C 1.80 -0.25 1.47
C 3.12 -0.40 0.70
I 4.71 0.88 1.49
C 3.53 -1.17 -0.33
C 4.97 -1.11 -0.94
I 2.21 -2.59 -1.20
N 0.64 -1.14 1.30
Cl -0.38 -0.73 -0.07
H -2.07 -1.94 6.51
H 1.36 -1.85 3.88
H 0.47 -3.21 3.15
H -2.36 -0.89 2.55
H -1.18 -3.60 1.84
H -2.61 -2.96 1.03
H -3.42 -4.41 2.63
H -2.60 -3.69 4.04
H -5.11 -2.97 3.88
H -4.06 -1.54 3.63
H -5.38 -3.11 1.26
H -4.32 -1.65 1.15
H -5.92 -1.52 1.96
H 0.37 0.17 4.12
H -1.35 0.44 3.76
H -0.47 3.05 3.95
H 0.76 3.57 2.65
H 2.43 3.26 4.25
H 2.04 1.44 4.28
H 0.03 2.18 5.88
H 1.68 2.09 6.57
H 1.04 6.80 4.45
H 1.48 5.25 3.68
H 3.35 4.91 5.34
H 2.83 6.35 6.31
H 3.43 6.57 4.61
H -1.94 2.35 2.57
H -1.89 1.14 1.27
H -1.02 4.13 1.41
H -0.27 3.17 0.07
H 1.02 1.55 0.36
H 2.04 1.96 1.74
H 2.11 -0.34 2.55
H 5.74 -1.52 -0.25
H 4.99 -1.74 -1.88
H 5.19 -0.07 -1.29
H 0.95 -2.14 1.25
C 0.51 -2.34 -7.08
Cl -0.96 -3.26 -7.44
Cl 1.49 -3.15 -5.84
H 1.11 -2.25 -7.99
H 0.23 -1.36 -6.72
C 5.03 -4.22 1.90
Cl 3.31 -3.94 2.18
Cl 5.29 -5.56 0.78
H 5.47 -3.32 1.48
H 5.51 -4.46 2.85
C 4.93 -3.36 -7.43
Cl 6.13 -3.85 -6.23
Cl 4.54 -4.68 -8.53
H 4.02 -3.06 -6.91
H 5.32 -2.53 -8.00
C 1.43 -7.18 0.84
Cl 1.64 -7.91 2.42
Cl 0.41 -5.74 0.93
H 2.41 -6.89 0.45
H 0.97 -7.90 0.17
C -1.78 5.20 -8.12
Cl -1.71 6.83 -7.44
Cl -1.14 5.16 -9.76
H -1.19 4.54 -7.50
H -2.81 4.87 -8.14
C -3.74 -1.56 9.24
Cl -3.12 -0.82 7.76
Cl -3.28 -3.26 9.35
H -3.34 -1.03 10.10
H -4.83 -1.49 9.24
C 2.97 -1.63 -10.48
Cl 4.01 -0.87 -9.26
Cl 1.29 -1.71 -9.92
H 3.01 -1.03 -11.39
H 3.33 -2.63 -10.67
C -6.65 3.56 -1.37
Cl -7.52 2.16 -2.00
Cl -7.26 4.03 0.22
H -5.60 3.31 -1.28
H -6.77 4.39 -2.05
C -0.47 -5.60 -3.92
Cl 0.58 -4.85 -2.71
Cl -2.14 -5.69 -3.36
H -0.44 -5.00 -4.83
H -0.11 -6.60 -4.13
*
```

Computed properties:
HOMO energy ... -11.7 eV
Frontier orbital gap ... 8.4 eV

The records above give, respectively, calculated total energy values of -2536.61732; -5460.96344; -3963.41441; -12377.76087 Eh.